# 1
{
  "formula": "C15H38N2O4",
  "method": "wB97M-V/def2-TZVPD",
  "elements": ["C", "C", "C", "C", "C", "C", "C", "C", "C", "N", "O", "H", "H", "H", "H", "H", "H", "H", "H", "H", "H", "H", "H", "H", "H", "H", "H", "H", "H", "H", "C", "O", "C", "C", "C", "N", "H", "H", "H", "H", "H", "H", "H", "H", "H", "H", "H", "C", "O", "H", "H", "H", "H", "C", "O", "H", "H", "H", "H"],
  "coordinates": [[3.08, 4.52, 3.97], [2.48, 3.95, 2.65], [2.60, 5.04, 1.56], [3.35, 2.72, 2.30], [2.77, 1.89, 1.20], [1.38, 1.38, 1.57], [0.43, 2.54, 1.88], [0.01, 3.19, 0.57], [-0.77, 1.96, 2.58], [1.12, 3.46, 2.83], [0.22, 4.44, 3.31], [3.98, 4.03, 4.34], [3.18, 5.60, 3.93], [2.32, 4.31, 4.74], [1.80, 5.77, 1.48], [3.56, 5.52, 1.76], [2.76, 4.59, 0.58], [4.34, 3.07, 2.00], [3.53, 2.13, 3.21], [2.65, 2.53, 0.31], [3.37, 1.07, 0.79], [1.41, 0.75, 2.46], [1.01, 0.71, 0.79], [-0.66, 4.06, 0.60], [-0.53, 2.45, -0.02], [0.81, 3.69, 0.02], [-1.20, 1.18, 1.94], [-1.62, 2.63, 2.78], [-0.58, 1.52, 3.56], [0.03, 4.13, 4.20], [-1.80, -3.15, -3.13], [-2.34, -4.20, -3.91], [-2.32, -5.45, -3.26], [-0.89, -5.95, -2.95], [-0.15, -6.28, -4.23], [-0.93, -7.21, -2.14], [-0.82, -3.33, -2.68], [-2.51, -2.96, -2.32], [-1.77, -2.23, -3.72], [-2.87, -5.52, -2.31], [-2.71, -6.11, -4.03], [-0.31, -5.23, -2.37], [-0.12, -5.51, -5.01], [-0.69, -7.10, -4.71], [0.86, -6.63, -4.02], [-1.48, -6.96, -1.32], [0.02, -7.40, -1.85], [-1.30, 1.14, -2.68], [-1.39, 0.47, -1.44], [-2.13, 1.83, -2.85], [-0.35, 1.65, -2.80], [-1.44, 0.42, -3.50], [-2.20, -0.05, -1.42], [-2.59, -1.69, 0.91], [-3.48, -1.13, -0.08], [-3.06, -2.60, 1.29], [-1.63, -1.93, 0.46], [-2.28, -0.96, 1.67], [-4.14, -0.73, 0.51]],
  "lowdin_charge": [-0.024, -0.492, -0.029, -0.150, -0.186, -0.134, -0.510, -0.027, -0.049, -0.111, -0.014, 0.076, 0.076, 0.076, 0.085, 0.077, 0.063, 0.125, 0.119, 0.097, 0.114, 0.120, 0.119, 0.091, 0.070, 0.068, 0.072, 0.085, 0.091, 0.098, -0.100, -0.172, -0.202, -0.445, -0.072, 0.027, 0.078, 0.085, 0.082, 0.122, 0.130, 0.115, 0.080, 0.081, 0.074, 0.062, 0.064, -0.163, -0.143, 0.079, 0.078, 0.066, 0.044, -0.133, -0.140, 0.081, 0.077, 0.068, 0.081],
  "smiles": "CC1(C)CCCC(C)(C)N1O.COC[C@H](C)N.CO.CO",
  "total_charge": 0,
  "lumo_energy_ev": 0.522,
  "homo_lumo_gap_ev": 8.640,
  "e_homo_ev": -8.118,
  "relative_energy_ev": 2.355
}

=====

# 2
{
  "formula": "C15H38NO3",
  "method": "wB97M-V/def2-TZVPD",
  "elements": ["C", "C", "C", "N", "H", "H", "H", "H", "H", "H", "H", "H", "C", "C", "O", "C", "C", "H", "H", "H", "H", "H", "H", "H", "H", "H", "H", "C", "C", "O", "C", "C", "H", "H", "H", "H", "H", "H", "H", "H", "H", "H", "C", "C", "O", "C", "C", "H", "H", "H", "H", "H", "H", "H", "H", "H", "H"],
  "coordinates": [[2.86, 1.70, -3.26], [3.15, 0.39, -3.29], [4.58, -0.06, -3.42], [5.06, -0.25, -2.00], [2.10, 2.05, -2.57], [3.33, 2.39, -3.95], [2.39, -0.39, -3.21], [4.67, -1.00, -3.96], [5.15, 0.74, -3.89], [4.30, -0.70, -1.49], [5.91, -0.79, -1.93], [5.17, 0.68, -1.58], [-2.92, -0.78, -3.38], [-1.62, -0.06, -3.10], [-0.48, -0.69, -3.67], [-0.48, -0.80, -5.09], [-0.54, 0.54, -5.81], [-2.85, -1.83, -3.08], [-3.74, -0.32, -2.82], [-3.19, -0.76, -4.44], [-1.44, -0.06, -2.02], [-1.68, 0.99, -3.41], [-1.30, -1.45, -5.42], [0.45, -1.31, -5.34], [-1.49, 1.05, -5.64], [-0.44, 0.39, -6.88], [0.26, 1.20, -5.47], [-3.14, 0.08, 3.12], [-3.40, 0.15, 1.63], [-2.43, -0.51, 0.84], [-2.28, -1.90, 1.08], [-3.54, -2.71, 0.80], [-2.13, 0.44, 3.35], [-3.86, 0.70, 3.66], [-3.22, -0.94, 3.50], [-3.38, 1.19, 1.30], [-4.40, -0.23, 1.40], [-1.92, -2.09, 2.09], [-1.49, -2.23, 0.40], [-4.34, -2.47, 1.51], [-3.33, -3.78, 0.90], [-3.91, -2.51, -0.20], [2.43, 1.66, 6.35], [1.07, 0.98, 6.26], [0.21, 1.56, 5.29], [0.66, 1.55, 3.96], [0.89, 0.15, 3.40], [2.31, 2.73, 6.53], [3.00, 1.23, 7.18], [3.01, 1.53, 5.44], [0.55, 1.08, 7.21], [1.18, -0.09, 6.07], [1.56, 2.16, 3.85], [-0.12, 2.04, 3.38], [1.71, -0.36, 3.91], [1.13, 0.20, 2.34], [-0.01, -0.46, 3.53]],
  "lowdin_charge": [0.065, -0.158, -0.150, 0.199, 0.077, 0.082, 0.108, 0.129, 0.130, 0.167, 0.173, 0.171, -0.071, -0.274, -0.186, -0.284, -0.075, 0.082, 0.081, 0.069, 0.110, 0.109, 0.111, 0.111, 0.071, 0.081, 0.068, -0.065, -0.273, -0.179, -0.288, -0.073, 0.058, 0.084, 0.073, 0.118, 0.109, 0.104, 0.113, 0.070, 0.079, 0.076, -0.080, -0.277, -0.157, -0.290, -0.080, 0.083, 0.078, 0.062, 0.121, 0.108, 0.106, 0.114, 0.066, 0.072, 0.067],
  "total_charge": 1,
  "lumo_energy_ev": -3.646,
  "homo_lumo_gap_ev": 7.710,
  "e_homo_ev": -11.356
}

=====

# 3
{
  "formula": "C15H39ClN2Nb",
  "method": "wB97M-V/def2-TZVPD",
  "elements": ["C", "C", "C", "Nb", "Cl", "H", "H", "H", "H", "H", "H", "H", "H", "H", "C", "C", "N", "C", "C", "C", "C", "H", "H", "H", "H", "H", "H", "H", "H", "H", "H", "H", "H", "H", "H", "H", "C", "C", "N", "C", "C", "C", "C", "H", "H", "H", "H", "H", "H", "H", "H", "H", "H", "H", "H", "H", "H", "H"],
  "coordinates": [[3.35, -3.41, -2.43], [3.96, -3.54, -3.62], [4.68, -2.45, -4.25], [6.63, -2.37, -3.03], [5.83, -1.14, -1.09], [2.86, -2.50, -2.17], [3.39, -4.22, -1.72], [3.97, -4.47, -4.16], [4.85, -2.62, -5.31], [4.17, -1.49, -4.14], [7.16, -0.87, -3.99], [8.32, -2.51, -2.37], [6.40, -4.05, -2.32], [7.34, -3.25, -4.44], [-0.06, 1.38, 2.00], [1.37, 1.57, 1.53], [1.68, 0.84, 0.33], [3.11, 0.80, 0.03], [3.82, 2.12, -0.30], [0.81, 1.09, -0.80], [0.68, 2.53, -1.31], [-0.28, 0.32, 2.12], [-0.21, 1.87, 2.96], [-0.78, 1.81, 1.30], [2.04, 1.22, 2.32], [1.57, 2.66, 1.43], [3.27, 0.10, -0.79], [3.61, 0.35, 0.88], [3.58, 2.47, -1.30], [4.90, 1.96, -0.27], [3.58, 2.91, 0.41], [-0.19, 0.73, -0.53], [1.12, 0.44, -1.62], [0.57, 3.25, -0.50], [-0.21, 2.61, -1.95], [1.53, 2.83, -1.92], [-4.86, 0.81, 4.26], [-4.18, 0.59, 2.92], [-4.68, -0.56, 2.19], [-3.85, -0.92, 1.06], [-3.72, 0.07, -0.10], [-6.11, -0.58, 1.96], [-6.74, 0.60, 1.20], [-4.80, -0.08, 4.88], [-4.37, 1.63, 4.79], [-5.91, 1.08, 4.15], [-3.11, 0.43, 3.10], [-4.25, 1.52, 2.33], [-4.20, -1.88, 0.67], [-2.85, -1.12, 1.44], [-4.62, 0.09, -0.72], [-2.90, -0.23, -0.75], [-3.51, 1.08, 0.24], [-6.61, -0.65, 2.94], [-6.36, -1.51, 1.46], [-6.36, 1.56, 1.55], [-7.82, 0.60, 1.36], [-6.58, 0.53, 0.13]],
  "lowdin_charge": [-0.093, -0.388, -0.430, 0.708, -0.206, 0.026, 0.033, 0.080, 0.009, 0.034, -0.163, -0.187, -0.142, -0.168, -0.101, -0.281, -0.196, -0.270, -0.088, -0.246, -0.083, 0.075, 0.070, 0.057, 0.118, 0.100, 0.067, 0.104, 0.056, 0.060, 0.061, 0.088, 0.116, 0.063, 0.067, 0.054, -0.092, -0.277, -0.200, -0.243, -0.083, -0.250, -0.084, 0.079, 0.071, 0.062, 0.112, 0.102, 0.112, 0.107, 0.054, 0.068, 0.062, 0.098, 0.113, 0.065, 0.068, 0.053],
  "total_charge": -1,
  "lumo_energy_ev": 2.203,
  "homo_lumo_gap_ev": 6.389,
  "e_homo_ev": -4.186
}

=====

# 4
{
  "formula": "C15H39I2N4O7S2",
  "method": "wB97M-V/def2-TZVPD",
  "elements": ["C", "C", "I", "C", "I", "S", "O", "O", "N", "S", "O", "O", "H", "H", "H", "H", "H", "H", "C", "C", "C", "O", "C", "N", "H", "H", "H", "H", "H", "H", "H", "H", "H", "H", "H", "C", "C", "C", "O", "C", "N", "H", "H", "H", "H", "H", "H", "H", "H", "H", "H", "H", "C", "C", "C", "O", "C", "N", "H", "H", "H", "H", "H", "H", "H", "H", "H", "H", "H"],
  "coordinates": [[6.53, -1.72, 5.28], [5.63, -2.93, 5.03], [4.12, -2.31, 3.62], [6.36, -4.28, 4.75], [5.28, -5.69, 3.56], [8.12, -4.24, 4.26], [8.74, -3.61, 5.41], [8.45, -5.62, 4.01], [8.31, -3.28, 3.04], [7.97, -3.62, 1.52], [6.62, -3.25, 1.16], [8.44, -4.90, 1.05], [5.90, -0.87, 5.57], [7.10, -1.45, 4.39], [7.22, -1.94, 6.09], [5.04, -3.10, 5.92], [6.42, -4.80, 5.70], [8.77, -2.68, 0.98], [-0.54, 2.27, 2.14], [0.61, 2.56, 3.10], [1.95, 1.96, 2.66], [2.06, 0.57, 2.83], [1.51, -0.21, 1.79], [0.22, 2.14, 4.45], [-0.90, 1.25, 2.24], [-1.39, 2.93, 2.35], [-0.24, 2.42, 1.10], [0.75, 3.65, 3.13], [2.73, 2.39, 3.29], [2.17, 2.24, 1.62], [1.62, 0.28, 0.82], [0.45, -0.43, 1.96], [2.05, -1.16, 1.76], [0.93, 2.45, 5.11], [0.25, 1.13, 4.48], [-5.73, 3.20, -1.20], [-4.57, 3.52, -0.26], [-3.23, 2.93, -0.70], [-3.09, 1.54, -0.49], [-3.68, 0.71, -1.48], [-4.94, 3.14, 1.11], [-6.08, 2.17, -1.06], [-6.57, 3.86, -0.98], [-5.45, 3.32, -2.24], [-4.43, 4.60, -0.27], [-2.44, 3.38, -0.10], [-3.03, 3.17, -1.76], [-3.61, 1.16, -2.47], [-4.72, 0.48, -1.26], [-3.12, -0.23, -1.48], [-4.23, 3.47, 1.76], [-4.90, 2.12, 1.17], [-3.93, -1.56, -7.40], [-3.02, -1.28, -6.21], [-3.75, -0.72, -4.99], [-4.14, 0.64, -5.09], [-5.36, 0.88, -5.75], [-1.91, -0.44, -6.65], [-4.20, -0.63, -7.92], [-3.42, -2.19, -8.12], [-4.85, -2.06, -7.09], [-2.59, -2.24, -5.89], [-3.07, -0.76, -4.13], [-4.62, -1.34, -4.74], [-6.09, 0.09, -5.54], [-5.23, 0.95, -6.84], [-5.75, 1.82, -5.38], [-1.22, -0.37, -5.91], [-2.25, 0.51, -6.79]],
  "lowdin_charge": [-0.210, -0.816, 0.851, -0.831, 0.836, 0.396, -0.348, -0.380, -0.370, 0.473, -0.440, -0.380, 0.053, 0.060, 0.067, 0.055, 0.046, 0.049, -0.076, -0.436, -0.212, -0.225, -0.122, 0.037, 0.069, 0.066, 0.077, 0.132, 0.123, 0.120, 0.092, 0.077, 0.033, 0.070, 0.072, -0.071, -0.435, -0.210, -0.188, -0.107, 0.042, 0.064, 0.074, 0.074, 0.134, 0.110, 0.122, 0.078, 0.079, 0.088, 0.066, 0.071, -0.070, -0.435, -0.211, -0.200, -0.106, 0.040, 0.064, 0.075, 0.077, 0.137, 0.113, 0.122, 0.091, 0.074, 0.085, 0.073, 0.070],
  "total_charge": -1,
  "lumo_energy_ev": 1.745,
  "homo_lumo_gap_ev": 7.402,
  "e_homo_ev": -5.657
}

=====

Please write out number 3 again, unchanged.
{
  "formula": "C15H39ClN2Nb",
  "method": "wB97M-V/def2-TZVPD",
  "elements": ["C", "C", "C", "Nb", "Cl", "H", "H", "H", "H", "H", "H", "H", "H", "H", "C", "C", "N", "C", "C", "C", "C", "H", "H", "H", "H", "H", "H", "H", "H", "H", "H", "H", "H", "H", "H", "H", "C", "C", "N", "C", "C", "C", "C", "H", "H", "H", "H", "H", "H", "H", "H", "H", "H", "H", "H", "H", "H", "H"],
  "coordinates": [[3.35, -3.41, -2.43], [3.96, -3.54, -3.62], [4.68, -2.45, -4.25], [6.63, -2.37, -3.03], [5.83, -1.14, -1.09], [2.86, -2.50, -2.17], [3.39, -4.22, -1.72], [3.97, -4.47, -4.16], [4.85, -2.62, -5.31], [4.17, -1.49, -4.14], [7.16, -0.87, -3.99], [8.32, -2.51, -2.37], [6.40, -4.05, -2.32], [7.34, -3.25, -4.44], [-0.06, 1.38, 2.00], [1.37, 1.57, 1.53], [1.68, 0.84, 0.33], [3.11, 0.80, 0.03], [3.82, 2.12, -0.30], [0.81, 1.09, -0.80], [0.68, 2.53, -1.31], [-0.28, 0.32, 2.12], [-0.21, 1.87, 2.96], [-0.78, 1.81, 1.30], [2.04, 1.22, 2.32], [1.57, 2.66, 1.43], [3.27, 0.10, -0.79], [3.61, 0.35, 0.88], [3.58, 2.47, -1.30], [4.90, 1.96, -0.27], [3.58, 2.91, 0.41], [-0.19, 0.73, -0.53], [1.12, 0.44, -1.62], [0.57, 3.25, -0.50], [-0.21, 2.61, -1.95], [1.53, 2.83, -1.92], [-4.86, 0.81, 4.26], [-4.18, 0.59, 2.92], [-4.68, -0.56, 2.19], [-3.85, -0.92, 1.06], [-3.72, 0.07, -0.10], [-6.11, -0.58, 1.96], [-6.74, 0.60, 1.20], [-4.80, -0.08, 4.88], [-4.37, 1.63, 4.79], [-5.91, 1.08, 4.15], [-3.11, 0.43, 3.10], [-4.25, 1.52, 2.33], [-4.20, -1.88, 0.67], [-2.85, -1.12, 1.44], [-4.62, 0.09, -0.72], [-2.90, -0.23, -0.75], [-3.51, 1.08, 0.24], [-6.61, -0.65, 2.94], [-6.36, -1.51, 1.46], [-6.36, 1.56, 1.55], [-7.82, 0.60, 1.36], [-6.58, 0.53, 0.13]],
  "lowdin_charge": [-0.093, -0.388, -0.430, 0.708, -0.206, 0.026, 0.033, 0.080, 0.009, 0.034, -0.163, -0.187, -0.142, -0.168, -0.101, -0.281, -0.196, -0.270, -0.088, -0.246, -0.083, 0.075, 0.070, 0.057, 0.118, 0.100, 0.067, 0.104, 0.056, 0.060, 0.061, 0.088, 0.116, 0.063, 0.067, 0.054, -0.092, -0.277, -0.200, -0.243, -0.083, -0.250, -0.084, 0.079, 0.071, 0.062, 0.112, 0.102, 0.112, 0.107, 0.054, 0.068, 0.062, 0.098, 0.113, 0.065, 0.068, 0.053],
  "total_charge": -1,
  "lumo_energy_ev": 2.203,
  "homo_lumo_gap_ev": 6.389,
  "e_homo_ev": -4.186
}

=====

Q: Number 4 is which compound?
A: C15H39I2N4O7S2

=====

Q: Number 2 is which compound?
A: C15H38NO3